Formula: C50H57IN7O3STi
Source: OMol25
Level of theory: wB97M-V/def2-TZVPD

Cartesian coordinates (Å):
Ti (-0.6470, 1.1768, -0.0256)
C (-3.0355, -2.8981, 4.0987)
C (-2.5208, -3.1902, 2.8454)
C (-2.5620, -2.2553, 1.8218)
C (-3.1296, -1.0078, 2.0553)
C (-3.6281, -0.6962, 3.3179)
C (-3.5858, -1.6451, 4.3266)
N (-3.1299, -0.0312, 1.0219)
C (-3.9249, 1.1199, 1.0437)
C (-5.2845, 0.9676, 1.3481)
C (-6.1356, 2.0477, 1.3841)
C (-5.6771, 3.3369, 1.1073)
C (-4.3454, 3.5179, 0.8224)
C (-3.4684, 2.4278, 0.8122)
N (-2.0954, 2.6558, 0.5559)
N (-1.6563, 3.8133, 0.7249)
C (-0.2692, 3.9842, 0.3938)
C (0.3041, 5.1891, 0.7403)
C (1.6539, 5.3724, 0.4578)
C (2.3647, 4.3524, -0.1504)
C (1.7068, 3.1713, -0.4712)
N (0.4081, 3.0062, -0.2307)
H (-3.0006, -3.6330, 4.8902)
H (-2.0782, -4.1585, 2.6535)
H (-2.1409, -2.4933, 0.8560)
H (-4.0286, 0.2855, 3.5276)
H (-3.9752, -1.3906, 5.3033)
H (-5.6606, -0.0301, 1.5267)
H (-7.1837, 1.8839, 1.5957)
H (-6.3595, 4.1740, 1.1044)
H (-3.9482, 4.4957, 0.5906)
H (-0.2964, 5.9445, 1.2247)
H (2.1376, 6.3034, 0.7182)
H (3.4157, 4.4526, -0.3775)
H (2.2110, 2.3342, -0.9396)
C (4.8688, -2.8590, 1.6158)
C (4.4893, -1.9617, 2.7936)
C (5.6520, -1.0003, 3.0716)
C (4.2635, -2.8557, 4.0201)
C (3.2268, -1.1460, 2.5099)
C (2.6409, -1.1255, 1.2439)
C (1.4940, -0.3714, 1.0410)
N (0.7681, -0.1670, -0.1573)
C (0.7196, -1.0368, -1.2470)
C (1.2699, -2.3158, -1.3507)
C (1.1557, -3.0365, -2.5291)
C (0.5064, -2.4521, -3.6207)
C (-0.1304, -1.2160, -3.5574)
C (-0.0528, -0.5783, -2.3198)
O (-0.9135, 0.4984, -1.9947)
C (-0.7597, -0.5670, -4.8003)
C (-0.1017, 0.8049, -5.0139)
C (-2.2767, -0.3747, -4.6822)
C (-0.4980, -1.4121, -6.0485)
C (1.7571, -4.4338, -2.6801)
C (2.4048, -4.9267, -1.3869)
C (0.6506, -5.4200, -3.0772)
C (2.8306, -4.4007, -3.7765)
C (0.9765, 0.3882, 2.0863)
O (-0.1277, 1.1254, 1.7030)
C (1.5336, 0.4261, 3.3539)
C (2.6630, -0.3774, 3.5274)
C (0.9398, 1.2764, 4.4743)
C (-0.5012, 0.8244, 4.7519)
C (0.9566, 2.7578, 4.0677)
C (1.7383, 1.1346, 5.7684)
H (5.7375, -3.4606, 1.8844)
H (5.1369, -2.2831, 0.7282)
H (4.0604, -3.5436, 1.3511)
H (6.5677, -1.5591, 3.2710)
H (5.4463, -0.3716, 3.9385)
H (5.8311, -0.3469, 2.2164)
H (5.1435, -3.4764, 4.1956)
H (3.4067, -3.5146, 3.8726)
H (4.0887, -2.2734, 4.9239)
H (3.0936, -1.6563, 0.4240)
H (1.7790, -2.7395, -0.5021)
H (0.4882, -2.9946, -4.5530)
H (-0.2490, 1.4548, -4.1527)
H (-0.5446, 1.2958, -5.8831)
H (0.9696, 0.7017, -5.1928)
H (-2.5365, 0.4367, -4.0057)
H (-2.7822, -1.2886, -4.3655)
H (-2.6786, -0.1008, -5.6596)
H (0.5656, -1.5890, -6.2080)
H (-0.8785, -0.8761, -6.9185)
H (-1.0083, -2.3756, -6.0087)
H (1.6939, -4.9605, -0.5594)
H (3.2490, -4.3017, -1.0890)
H (2.7846, -5.9376, -1.5367)
H (-0.1262, -5.4646, -2.3121)
H (1.0675, -6.4208, -3.1967)
H (0.1790, -5.1416, -4.0193)
H (3.6129, -3.6789, -3.5370)
H (2.4105, -4.1322, -4.7457)
H (3.2935, -5.3836, -3.8761)
H (3.1311, -0.3928, 4.5003)
H (-1.1349, 0.9200, 3.8717)
H (-0.9328, 1.4292, 5.5522)
H (-0.5237, -0.2198, 5.0687)
H (0.3300, 2.9382, 3.1951)
H (1.9731, 3.0869, 3.8407)
H (0.5781, 3.3719, 4.8869)
H (1.7500, 0.1053, 6.1290)
H (1.2754, 1.7481, 6.5421)
H (2.7703, 1.4704, 5.6541)
I (0.5359, 5.2063, -5.3773)
C (-1.1015, 4.4319, -4.3778)
C (-2.3603, 4.3961, -4.9579)
C (-3.3976, 3.8431, -4.2269)
C (-3.1381, 3.3400, -2.9618)
N (-1.9288, 3.3636, -2.4015)
C (-0.9392, 3.9110, -3.1023)
H (-2.5247, 4.7863, -5.9529)
H (-4.3975, 3.7936, -4.6344)
H (-3.9302, 2.8941, -2.3767)
H (0.0438, 3.9179, -2.6476)
O (-3.7626, 0.4219, -1.7462)
S (-2.5966, -0.3879, -1.5074)
N (-2.1005, -0.1786, 0.0856)

Results
Total charge ... +1
E_HOMO ... -9.8012 eV
Gap between HOMO and LUMO ... 5.380 eV
Energy relative to the best compared isomer or geometry (same formula, charge and spin) ... 42.70 kcal/mol
Energy ... -4093.74048 Eh

These are the Mulliken partial charges, in e, on atoms 1 to 8: Ti -1.796; C -0.607; C -0.911; C -0.347; C 0.576; C -0.314; C -0.838; N 0.439

---

Formula: C8H16N2O4S
Source: OMol25
Level of theory: wB97M-V/def2-TZVPD

Cartesian coordinates (Å):
C (-5.2569, -1.6002, 0.8721)
S (-4.0031, -1.2575, -0.4576)
C (-3.0542, 0.1110, 0.2044)
C (-1.7637, 0.0289, -0.6450)
C (-0.8023, 1.1127, -0.2428)
N (-1.2048, 2.3843, -0.9943)
C (0.6929, 0.9740, -0.3803)
O (1.3454, 1.9289, -0.7235)
N (1.3503, -0.1688, -0.3043)
C (2.8098, -0.2045, -0.3275)
C (3.3462, 0.2498, 1.0139)
O (4.6744, -0.0179, 1.1073)
C (3.2856, -1.6927, -0.7805)
O (2.5423, -2.3682, -1.4688)
O (4.5723, -1.9522, -0.5001)
H (-5.9181, -2.3838, 0.4695)
H (-5.8294, -0.5891, 0.8318)
H (-5.0247, -1.5872, 1.8979)
H (-2.9139, -0.0220, 1.2580)
H (-3.4745, 1.1048, -0.0065)
H (-1.9187, 0.1939, -1.6632)
H (-1.3087, -0.9695, -0.5238)
H (-0.7903, 1.3354, 0.9132)
H (-0.3924, 3.0325, -0.8561)
H (-1.3107, 2.3343, -2.0020)
H (0.9424, -1.0604, -0.1141)
H (3.0765, 0.4357, -1.1883)
H (3.3648, 1.3101, 1.0250)
H (2.8925, -0.1351, 2.0163)
H (5.1426, 0.8239, 1.3631)
H (4.9284, -1.3512, 0.2059)

Results
E_HOMO ... -8.4531 eV
Gap between HOMO and LUMO ... 8.641 eV
Energy relative to the best compared isomer or geometry (same formula, charge and spin) ... 54.35 kcal/mol
Energy ... -1123.04403 Eh
SMILES ... CSCC[C@H](N)C(=O)N[C@@H](CO)C(=O)O

These are the Mulliken partial charges, in e, on atoms 1 to 8: C -0.867; S -0.064; C -0.624; C -1.095; C 0.274; N -0.702; C 0.434; O -0.712

---

Formula: C8H22BrN2
Source: OMol25
Level of theory: wB97M-V/def2-TZVPD

Cartesian coordinates (Å):
N (-4.5584, 2.4787, 0.0919)
H (-3.7878, 3.0865, 0.3816)
H (-5.0427, 2.3276, 0.9801)
H (-4.1318, 1.6119, -0.3229)
H (-5.1920, 2.9350, -0.5636)
Br (-3.2043, -0.3549, -0.7343)
C (-0.4371, -3.3487, -1.5079)
C (0.2860, -2.0017, -1.3838)
C (0.2993, -1.4752, 0.0300)
N (0.9066, -0.0975, 0.1741)
C (0.2085, 0.9639, -0.6240)
C (2.4012, -0.0398, -0.0626)
C (2.9167, 1.1545, 0.7405)
C (1.8891, 1.3826, 1.8513)
C (0.9125, 0.2453, 1.6729)
H (-1.5005, -3.2586, -1.3013)
H (-0.0487, -4.0630, -0.7730)
H (-0.2262, -3.8142, -2.4672)
H (-0.2382, -1.3629, -2.0976)
H (1.3402, -1.9875, -1.6846)
H (0.7866, -2.2179, 0.6617)
H (-0.7221, -1.3248, 0.3911)
H (-0.7459, 1.2507, -0.1876)
H (-0.0311, 0.5060, -1.5770)
H (0.8452, 1.8424, -0.6704)
H (2.6236, 0.0308, -1.1283)
H (2.7952, -1.0177, 0.2136)
H (3.0247, 2.0562, 0.1410)
H (3.8862, 0.8984, 1.1631)
H (1.2773, 2.2754, 1.7092)
H (2.3883, 1.4532, 2.8128)
H (-0.1228, 0.5234, 1.8660)
H (1.2025, -0.6582, 2.2053)

Results
Total charge ... +1
E_HOMO ... -11.1858 eV
Gap between HOMO and LUMO ... 8.202 eV
Energy relative to the best compared isomer or geometry (same formula, charge and spin) ... 0.00 kcal/mol
Energy ... -3001.31434 Eh

These are the Mulliken partial charges, in e, on atoms 1 to 8: N -0.393; H 0.382; H 0.390; H -0.017; H 0.377; Br -0.671; C -1.358; C -0.086

---

Formula: C49H48BrN5ORe
Source: OMol25
Level of theory: wB97M-V/def2-TZVPD

Cartesian coordinates (Å):
Re (-0.1315, 0.4890, -0.2889)
C (-0.7774, -6.0823, 2.7791)
C (-0.8005, -4.6268, 2.4248)
C (-1.7046, -3.7454, 3.0074)
C (-1.7323, -2.4231, 2.6382)
C (-0.8454, -1.8684, 1.6887)
N (-0.9311, -0.5513, 1.3526)
C (-1.8409, 0.2605, 2.0562)
C (-1.6420, 0.6505, 3.3766)
C (-2.5109, 1.5314, 3.9928)
C (-3.5978, 2.0656, 3.3069)
C (-4.4948, 3.0778, 3.9468)
C (-3.8148, 1.6741, 1.9917)
C (-2.9631, 0.7718, 1.3754)
N (-3.1901, 0.3337, 0.0583)
C (-4.3823, 0.0702, -0.5061)
C (-4.1417, -0.4763, -1.7472)
C (-2.7526, -0.5095, -1.8657)
N (-2.1885, -0.0162, -0.7663)
C (0.0646, -2.7783, 1.0910)
C (0.0578, -4.1191, 1.4660)
N (0.9602, -2.4088, 0.0683)
C (2.0565, -3.0997, -0.3108)
C (2.5468, -2.5205, -1.4568)
C (1.6824, -1.4604, -1.7150)
N (0.7439, -1.3940, -0.7778)
H (-1.3990, -6.2821, 3.6485)
H (-1.1500, -6.6859, 1.9510)
H (0.2404, -6.4035, 2.9903)
H (-2.4116, -4.0988, 3.7438)
H (-2.4703, -1.7712, 3.0785)
H (-0.7776, 0.2748, 3.9017)
H (-2.3343, 1.8192, 5.0198)
H (-4.4859, 2.9794, 5.0288)
H (-4.1522, 4.0805, 3.6919)
H (-5.5159, 2.9791, 3.5875)
H (-4.6383, 2.0961, 1.4340)
H (-5.3007, 0.2533, 0.0145)
H (-4.8675, -0.8072, -2.4605)
H (-2.1506, -0.8723, -2.6764)
H (0.7320, -4.8113, 0.9852)
H (2.4477, -3.9196, 0.2504)
H (3.4178, -2.8001, -2.0109)
H (1.7111, -0.7535, -2.5248)
C (7.3027, 3.9192, -1.9073)
C (6.9567, 2.6441, -1.1304)
C (7.5505, 1.4497, -1.8909)
C (7.6102, 2.7576, 0.2534)
C (5.4577, 2.4144, -1.0057)
C (4.9489, 1.5516, -0.0434)
C (3.6034, 1.2733, -0.0220)
Br (2.9159, 0.1078, 1.3269)
C (2.6742, 1.8112, -0.9349)
O (1.4443, 1.4074, -0.9096)
C (3.1767, 2.7830, -1.8441)
C (4.5392, 3.0229, -1.8589)
C (2.2034, 3.6456, -2.6367)
C (1.4601, 4.4984, -1.5945)
C (2.8951, 4.6075, -3.6079)
C (1.2119, 2.8232, -3.4647)
H (8.3781, 4.0800, -1.8667)
H (6.8163, 4.7897, -1.4743)
H (7.0294, 3.8461, -2.9570)
H (8.6227, 1.5850, -2.0151)
H (7.0958, 1.3644, -2.8765)
H (7.3713, 0.5237, -1.3514)
H (8.6693, 2.9865, 0.1500)
H (7.5248, 1.8323, 0.8142)
H (7.1370, 3.5527, 0.8258)
H (5.5762, 1.0855, 0.6979)
H (4.9082, 3.7422, -2.5634)
H (2.1794, 4.9723, -0.9262)
H (0.7814, 3.8911, -0.9991)
H (0.8812, 5.2749, -2.0901)
H (3.5162, 5.3300, -3.0847)
H (2.1198, 5.1614, -4.1342)
H (3.5034, 4.0812, -4.3419)
H (0.7025, 2.0761, -2.8637)
H (1.7342, 2.3214, -4.2779)
H (0.4538, 3.4862, -3.8768)
C (-0.9618, 2.3306, 0.0335)
C (-1.6040, 3.3501, -0.1946)
C (-2.2917, 4.4794, -0.6349)
C (-2.8557, 5.3909, 0.3121)
C (-2.4678, 5.2933, 1.6640)
C (-2.9686, 6.1524, 2.6149)
C (-3.8676, 7.1495, 2.2568)
C (-4.2993, 7.2300, 0.9398)
C (-3.8195, 6.3618, -0.0175)
C (-2.3759, 4.5911, -2.0766)
C (-2.4346, 5.8184, -2.7507)
C (-2.5195, 5.8694, -4.1283)
C (-2.5047, 4.7049, -4.8843)
C (-2.4001, 3.4822, -4.2359)
C (-2.3432, 3.4260, -2.8620)
H (-1.7504, 4.5321, 1.9350)
H (-2.6482, 6.0557, 3.6439)
H (-4.2307, 7.8509, 2.9937)
H (-5.0217, 7.9839, 0.6590)
H (-4.2064, 6.4112, -1.0251)
H (-2.3496, 6.7349, -2.1857)
H (-2.5867, 6.8330, -4.6168)
H (-2.5457, 4.7548, -5.9631)
H (-2.3595, 2.5608, -4.8003)
H (-2.2667, 2.4726, -2.3600)

Results
<S²> ... 0.760
E_HOMO (spin up / spin down) ... -5.9361 / -5.9319 eV
Gap between HOMO and LUMO (spin up / spin down) ... 4.766 / 4.836 eV
Energy relative to the best compared isomer or geometry (same formula, charge and spin) ... 22.69 kcal/mol
Energy ... -4897.21906 Eh
2S+1 ... 2

These are the Mulliken partial charges, in e, on atoms 1 to 8: Re -0.345; C -1.554; C 0.226; C -1.447; C -0.567; C 2.056; N -0.006; C -1.100

---

Formula: C39H36Ge2INO4Sn
Source: OMol25
Level of theory: wB97M-V/def2-TZVPD

Cartesian coordinates (Å):
Sn (-1.4440, 1.4278, 0.1051)
O (-3.5247, 0.3708, -3.7333)
C (-3.1073, 0.6894, -2.4799)
O (-1.9052, 1.0109, -2.2998)
C (-4.0595, 0.6268, -1.4432)
C (-5.4267, 0.3289, -1.6133)
C (-6.2476, 0.2781, -0.5217)
C (-5.7024, 0.4905, 0.7599)
C (-4.3554, 0.7489, 0.8675)
N (-3.5545, 0.8485, -0.1902)
C (-3.6615, 0.8873, 2.2115)
O (-4.3151, 0.7868, 3.2354)
O (-2.4003, 1.0782, 2.1502)
H (-2.7371, 0.3598, -4.2964)
H (-5.7897, 0.1485, -2.6133)
H (-7.3021, 0.0707, -0.6292)
H (-6.2991, 0.4342, 1.6556)
I (0.4701, 4.4896, -1.5057)
C (1.4242, 4.6185, 0.3985)
C (1.5549, 5.9167, 0.8370)
C (1.9419, 6.1947, 2.1474)
C (2.1155, 5.1540, 3.0168)
C (2.0332, 3.8174, 2.5802)
C (2.2547, 2.7907, 3.5180)
C (2.1609, 1.4770, 3.1506)
C (1.9734, 1.1644, 1.8099)
C (1.8500, 2.1325, 0.8278)
C (1.7605, 3.5037, 1.2070)
H (1.3094, 6.7361, 0.1770)
H (2.0502, 7.2203, 2.4710)
H (2.3175, 5.3342, 4.0634)
H (2.4812, 3.0752, 4.5363)
H (2.3002, 0.6782, 3.8619)
H (1.9934, 0.1244, 1.5184)
C (2.1800, -1.7122, -2.7056)
Ge (0.2585, -2.2222, -2.3839)
C (-0.6178, -1.6107, -4.0783)
C (0.3219, -4.2276, -2.5810)
Ge (-0.7623, -1.2188, -0.2675)
C (0.3074, -2.0724, 1.2091)
C (0.0090, -1.7245, 2.5216)
C (0.7444, -2.2284, 3.5792)
C (1.8191, -3.0689, 3.3409)
C (2.1434, -3.4072, 2.0378)
C (1.3873, -2.9160, 0.9869)
C (-2.4891, -2.2206, -0.2083)
C (-3.2712, -2.1822, 0.9393)
C (-4.5665, -2.6639, 0.9450)
C (-5.1142, -3.1982, -0.2085)
C (-4.3406, -3.2739, -1.3536)
C (-3.0471, -2.7872, -1.3470)
H (2.5102, -2.1164, -3.6598)
H (2.8343, -2.1058, -1.9329)
H (2.3008, -0.6333, -2.7364)
H (-0.1271, -2.0310, -4.9530)
H (-0.5505, -0.5296, -4.1293)
H (-1.6654, -1.8915, -4.1143)
H (0.7810, -4.4841, -3.5324)
H (-0.6657, -4.6742, -2.5485)
H (0.9150, -4.6707, -1.7890)
H (-0.7934, -1.0247, 2.7111)
H (0.4901, -1.9506, 4.5926)
H (2.4093, -3.4500, 4.1647)
H (2.9942, -4.0470, 1.8391)
H (1.6438, -3.1843, -0.0313)
H (-2.8689, -1.7429, 1.8403)
H (-5.1580, -2.5971, 1.8474)
H (-6.1365, -3.5525, -0.2163)
H (-4.7544, -3.6995, -2.2593)
H (-2.4567, -2.8410, -2.2522)
C (2.1267, 1.6141, -0.5637)
C (3.6235, 1.4447, -0.6279)
C (4.2236, 0.2254, -0.3399)
C (5.6015, 0.1121, -0.2959)
C (6.4013, 1.2151, -0.5439)
C (5.8102, 2.4299, -0.8537)
C (4.4315, 2.5449, -0.8889)
H (1.8088, 2.2686, -1.3638)
H (1.6243, 0.6509, -0.6931)
H (3.5966, -0.6333, -0.1489)
H (6.0481, -0.8448, -0.0631)
H (7.4781, 1.1277, -0.4848)
H (6.4256, 3.2936, -1.0651)
H (3.9760, 3.5008, -1.1177)

Results
<S²> ... 0.764
Total charge ... -1
E_HOMO (spin up / spin down) ... -2.8631 / -4.4661 eV
Gap between HOMO and LUMO (spin up / spin down) ... 5.003 / 6.605 eV
Energy relative to the best compared isomer or geometry (same formula, charge and spin) ... 0.00 kcal/mol
Energy ... -6529.44719 Eh
2S+1 ... 2

These are the Mulliken partial charges, in e, on atoms 1 to 8: Sn 0.178; O -0.605; C 0.158; O -0.437; C 0.384; C -0.849; C -0.278; C -0.864

---

Formula: C6H12N2O
Source: OMol25
Level of theory: wB97M-V/def2-TZVPD

Cartesian coordinates (Å):
C (-2.6139, 1.6486, -0.5607)
C (-1.6757, 0.4903, -0.6748)
C (-1.2390, 0.1107, -2.0555)
C (-1.3624, -0.2421, 0.4211)
O (-0.4706, -1.2310, 0.4850)
N (0.9174, -0.6248, -0.1049)
C (1.9245, -0.6066, 0.6693)
C (2.0837, -1.4487, 1.9071)
N (3.0083, 0.1710, 0.3380)
H (-3.0575, 1.7151, 0.4357)
H (-2.0875, 2.5897, -0.7686)
H (-3.4165, 1.5667, -1.2845)
H (-1.0508, 0.9934, -2.6564)
H (-2.0266, -0.4605, -2.5461)
H (-0.3388, -0.5013, -2.0203)
H (-1.7545, 0.0564, 1.3943)
H (2.7297, -2.2958, 1.6961)
H (2.5288, -0.8602, 2.7073)
H (1.1183, -1.8220, 2.2418)
H (2.9539, 0.6518, -0.5422)
H (3.8291, 0.0994, 0.9182)

Results
E_HOMO ... -8.0977 eV
Gap between HOMO and LUMO ... 8.967 eV
Energy relative to the best compared isomer or geometry (same formula, charge and spin) ... 71.73 kcal/mol
Energy ... -420.46959 Eh
SMILES ... CC(C)=CO/N=C(\C)N

These are the Mulliken partial charges, in e, on atoms 1 to 8: C -1.263; C 0.982; C -1.129; C -0.511; O -0.389; N -0.336; C 0.579; C -1.109